Model one:
19
Properties=species:S:1:pos:R:3 method="wB97M-V/def2-TZVPD" multiplicity=1 e_lumo_ev=0.593 smiles="C=C/C(=C/C)CC" charge=0
C 0.334 2.551 0.326
C 0.311 1.581 -0.633
C 0.223 0.132 -0.402
C 0.089 -0.641 -1.499
C 0.121 -2.145 -1.642
C 0.201 -0.465 0.981
C -0.749 0.116 2.012
H -0.346 3.370 0.100
H 1.149 2.751 1.010
H 0.050 1.914 -1.636
H 0.359 -0.102 -2.407
H -0.322 -2.382 -2.608
H 1.138 -2.504 -1.557
H -0.566 -2.576 -0.914
H 1.223 -0.645 1.343
H -0.031 -1.512 0.754
H -1.758 -0.064 1.619
H -0.839 -0.528 2.884
H -0.588 1.152 2.269



Model two:
19
Properties=species:S:1:pos:R:3 method="wB97M-V/def2-TZVPD" multiplicity=1 e_lumo_ev=1.022 charge=0
C 0.722 0.340 -1.830
C -0.665 -0.028 -1.333
C -1.354 -1.029 0.102
C -0.237 -1.456 1.050
C 0.673 -0.263 1.403
C -0.162 0.971 1.017
C -1.199 0.463 0.006
H 1.058 -0.348 -2.612
H 0.681 1.344 -2.268
H 1.479 0.355 -1.044
H -1.425 0.102 -2.105
H -0.846 -1.216 -1.201
H -0.824 -1.749 1.934
H 0.299 -2.359 0.741
H 0.956 -0.255 2.461
H 1.609 -0.311 0.835
H 0.450 1.794 0.628
H -0.696 1.361 1.892
H -2.102 1.072 -0.068



Model three:
19
Properties=species:S:1:pos:R:3 method="wB97M-V/def2-TZVPD" multiplicity=1 e_lumo_ev=1.065 smiles="C=C/C=C(/C)CC" charge=0
C 0.838 -2.770 -0.209
C 1.137 -1.490 -0.098
C 0.640 -0.365 -0.899
C -0.017 0.742 -0.580
C -0.718 1.524 -1.660
C -0.207 1.313 0.822
C -0.525 0.292 1.896
H 1.192 -3.571 0.425
H 0.280 -3.157 -1.062
H 1.596 -1.186 0.840
H 0.620 -0.621 -1.962
H -0.971 0.927 -2.498
H -0.097 2.354 -2.028
H -1.594 2.052 -1.297
H -0.927 2.124 0.771
H 0.721 1.832 1.044
H -0.814 0.750 2.842
H 0.242 -0.453 2.074
H -1.394 -0.297 1.579



Model four:
19
Properties=species:S:1:pos:R:3 method="wB97M-V/def2-TZVPD" multiplicity=1 e_lumo_ev="-0.709 / -0.719" charge=0
C 1.523 -1.810 -0.082
C 0.695 -0.541 0.018
C -0.170 -0.122 -1.200
C -1.253 0.259 -0.208
C 1.334 2.183 0.732
C -2.237 1.146 -0.215
C -0.594 -0.568 0.879
H 2.331 -1.706 -0.814
H 0.889 -2.648 -0.399
H 1.969 -2.073 0.883
H 1.354 0.305 0.327
H 0.217 0.650 -1.872
H -0.452 -1.000 -1.798
H 0.733 2.528 -0.142
H 0.540 2.092 1.510
H -2.478 1.719 -1.107
H -2.839 1.327 0.672
H -1.007 -1.585 0.923
H -0.558 -0.158 1.893



Stability summary: most stable model three, least stable model four.